# 1
Formula: CH13NO4
Source: the OMol25 dataset
Level of theory: ωB97M-V with the def2-TZVPD basis set

Each line ends with the Löwdin spin population.
Cartesian coordinates (Å):
H (1.426, -0.173, 0.472)  0.0108
O (2.471, -0.325, -0.260)  0.8779
N (0.437, -0.453, 1.022)  0.0583
H (3.025, 0.465, -0.105)  0.0134
H (0.210, -1.387, 1.360)  -0.0002
H (-0.197, -0.220, 0.245)  0.0026
C (0.178, 0.505, 2.141)  0.0028
H (-0.774, 1.005, 2.082)  0.0018
H (0.410, 0.048, 3.103)  0.0000
H (0.992, 1.234, 2.091)  0.0014
O (-1.025, 0.987, -0.885)  0.0004
H (-0.415, 0.986, -1.631)  0.0001
H (-1.282, 1.832, -0.514)  0.0000
O (1.067, -0.713, -2.507)  0.0257
H (1.885, -0.897, -2.030)  0.0039
H (1.239, -1.220, -3.312)  0.0011
O (-3.242, -0.939, -0.260)  0.0001
H (-3.306, -0.074, 0.162)  0.0000
H (-3.099, -0.660, -1.173)  0.0000

The calculation puts the HOMO energy (spin up / spin down) at -0.52349 / -0.52346 Eh. The net charge is +1. As for the spin multiplicity: 2. As for the LUMO energy (spin up / spin down): -3.49 / -8.81 eV. The relative energy (zero: lowest compared OMol25 entry of this formula, charge and spin) comes out at 9.8 kcal/mol. The expectation value of S² is 0.75. For the calculated total energy, the calculation gives -10918.2530 eV.

=====

# 2
Formula: CH13O5S
Source: the OMol25 dataset
Level of theory: ωB97M-V with the def2-TZVPD basis set

Each line ends with the Löwdin spin population.
Cartesian coordinates (Å):
C (0.744, 1.598, -1.883)  0.1026
S (1.373, 0.385, -0.741)  0.8056
H (0.001, 2.251, -1.445)  0.0170
H (0.299, 1.094, -2.731)  -0.0006
H (1.498, 2.270, -2.246)  0.0252
H (0.346, -1.685, -1.280)  0.0036
H (-1.005, -2.310, -1.134)  0.0000
O (-0.078, -2.558, -1.257)  0.0067
H (-1.402, 0.094, -0.726)  0.0091
H (-2.082, -0.344, 0.590)  0.0001
O (-2.254, -0.102, -0.330)  0.0107
H (-0.792, 2.541, 1.386)  0.0000
H (0.501, 1.965, 0.850)  0.0039
O (0.160, 2.702, 1.375)  0.0049
H (-0.287, 0.315, 2.246)  0.0007
H (-0.320, -1.161, 1.896)  0.0005
O (-0.892, -0.434, 2.190)  0.0068
H (1.174, -2.929, 0.954)  0.0000
H (1.548, -1.514, 0.793)  0.0010
O (1.470, -2.180, 1.492)  0.0021

The calculation puts the HOMO energy (spin up / spin down) at -0.40205 / -0.38789 Eh. As for the spin multiplicity: 2. As for the LUMO energy (spin up / spin down): 0.25 / -3.59 eV. The relative energy (zero: lowest compared OMol25 entry of this formula, charge and spin) comes out at 1.3 kcal/mol. The expectation value of S² is 0.75. For the calculated total energy, the calculation gives -22319.5341 eV.

=====

# 3
Formula: CH14N2O4
Source: the OMol25 dataset
Level of theory: ωB97M-V with the def2-TZVPD basis set

Each line ends with the natural charge from an NBO analysis.
Cartesian coordinates (Å):
N (0.383, -1.313, -0.071)  -0.8418
C (-0.017, -0.003, 0.758)  -0.0744
N (-0.393, 1.112, -0.129)  -0.8593
H (-0.503, -1.539, -0.542)  0.3266
H (0.334, -1.961, 0.756)  0.3508
H (-0.988, -0.340, 1.284)  0.1647
H (0.852, 0.039, 1.448)  0.2022
H (0.540, 1.652, -0.441)  0.3561
H (-0.769, 0.861, -1.026)  0.3677
O (2.444, 0.067, -2.754)  -0.9571
H (2.751, 0.996, -2.576)  0.4801
H (2.537, -0.351, -1.864)  0.4735
O (1.819, 3.060, -2.331)  -0.9778
H (0.837, 3.022, -2.207)  0.4953
H (2.296, 3.785, -1.964)  0.4876
O (-0.596, -1.469, 3.211)  -0.9457
H (-1.146, -1.639, 4.056)  0.4768
H (-0.742, -0.470, 3.227)  0.4723
O (-3.581, -1.598, 1.266)  -0.9290
H (-3.823, -1.126, 0.529)  0.4610
H (-2.687, -1.983, 1.036)  0.4703

The calculation puts the HOMO energy at -0.34917 Eh. As for the spin multiplicity: 1. As for the LUMO energy: 0.44 eV. The relative energy (zero: lowest compared OMol25 entry of this formula, charge and spin) comes out at 54.6 kcal/mol. For the calculated total energy, the calculation gives -12432.6846 eV. As for the SMILES: NCN.O.O.O.O.

=====

# 4
Formula: CH14N2O4
Source: the OMol25 dataset
Level of theory: ωB97M-V with the def2-TZVPD basis set

Each line ends with the natural charge from an NBO analysis.
Cartesian coordinates (Å):
N (2.857, 0.399, -0.531)  -0.8551
C (1.828, 1.313, 0.011)  -0.0550
N (0.598, 1.432, -0.741)  -0.8287
H (3.628, 0.937, -0.905)  0.3478
H (2.508, -0.142, -1.307)  0.3489
H (2.316, 2.272, 0.158)  0.1683
H (1.581, 0.948, 0.990)  0.1786
H (0.194, 0.558, -0.891)  0.3500
H (0.805, 1.825, -1.625)  0.3391
O (-3.422, -0.136, 0.623)  -0.9889
H (-4.071, -0.169, 1.317)  0.4689
H (-2.590, 0.134, 1.079)  0.5052
O (-1.047, -0.133, 2.126)  -0.9732
H (-0.601, -0.842, 1.690)  0.5030
H (-0.869, -0.257, 3.051)  0.4735
O (-1.300, -0.933, -1.746)  -0.9761
H (-2.187, -0.956, -1.327)  0.5109
H (-1.252, -0.035, -2.148)  0.4829
O (0.286, -1.862, 0.323)  -0.9910
H (-0.040, -1.677, -0.542)  0.5054
H (0.777, -2.676, 0.394)  0.4854

The calculation puts the HOMO energy at -0.32675 Eh. As for the spin multiplicity: 1. As for the LUMO energy: 0.66 eV. The relative energy (zero: lowest compared OMol25 entry of this formula, charge and spin) comes out at 12.8 kcal/mol. For the calculated total energy, the calculation gives -12434.4986 eV. As for the SMILES: NCN.O.O.O.O.

=====

# 5
Formula: CH14N2O4
Source: the OMol25 dataset
Level of theory: ωB97M-V with the def2-TZVPD basis set

Each line ends with the natural charge from an NBO analysis.
Cartesian coordinates (Å):
N (-1.950, 1.516, 1.168)  -0.8526
C (-2.308, 1.962, -0.145)  -0.0579
N (-1.710, 1.253, -1.288)  -0.8984
H (-1.088, 1.916, 1.517)  0.3572
H (-1.954, 0.523, 1.333)  0.3625
H (-2.030, 3.008, -0.227)  0.1804
H (-3.392, 1.945, -0.266)  0.1757
H (-1.458, 0.296, -1.103)  0.3725
H (-0.980, 1.798, -1.730)  0.3668
O (5.201, -2.443, -0.495)  -0.9426
H (5.637, -3.172, -0.952)  0.4719
H (4.672, -2.851, 0.197)  0.4707
O (-4.499, 1.105, -2.567)  -0.9480
H (-4.652, 0.459, -1.866)  0.4569
H (-3.538, 0.994, -2.679)  0.4846
O (3.734, -1.681, 3.288)  -0.9424
H (3.333, -1.053, 2.673)  0.4694
H (3.560, -1.338, 4.170)  0.4731
O (0.746, -1.483, -0.250)  -0.9367
H (1.473, -2.107, -0.370)  0.4705
H (1.205, -0.649, -0.411)  0.4661

The calculation puts the HOMO energy at -0.33722 Eh. As for the spin multiplicity: 1. As for the LUMO energy: 0.17 eV. The relative energy (zero: lowest compared OMol25 entry of this formula, charge and spin) comes out at 25.9 kcal/mol. For the calculated total energy, the calculation gives -12433.9300 eV. As for the SMILES: NCN.O.O.O.O.

=====

# 6
Formula: CH14N3O4
Source: the OMol25 dataset
Level of theory: ωB97M-V with the def2-TZVPD basis set

Each line ends with the natural charge from an NBO analysis.
Cartesian coordinates (Å):
N (-0.985, 1.821, 0.786)  -0.5845
C (-0.628, 1.198, -0.435)  0.1606
N (-1.389, 0.061, -0.829)  -0.4506
N (0.754, 0.788, -0.295)  -0.5730
H (-0.740, 1.986, -1.186)  0.2372
H (-0.521, 1.376, 1.580)  0.4498
H (-1.443, -0.680, -0.067)  0.4176
H (-2.322, 0.241, -1.207)  0.4137
H (0.847, 0.045, 0.411)  0.4241
H (1.053, 0.392, -1.202)  0.4361
H (2.872, 0.936, -3.995)  0.4887
H (3.595, 0.796, -2.634)  0.4835
O (2.735, 0.776, -3.057)  -0.9688
H (-0.147, -2.277, 0.226)  0.4870
H (1.008, -3.320, 0.301)  0.4842
O (0.832, -2.418, 0.010)  -0.9285
H (-2.197, -2.050, 1.147)  0.4865
H (-0.569, -0.827, 2.332)  0.5212
O (-1.305, -1.676, 1.058)  -0.9109
H (-0.010, -0.042, 3.564)  0.5023
H (-1.156, 2.815, 0.845)  0.4249
O (-0.281, 0.059, 2.648)  -1.0009

The calculation puts the HOMO energy at -0.52118 Eh. The net charge is +1. As for the spin multiplicity: 1. As for the LUMO energy: -9.59 eV. The relative energy (zero: lowest compared OMol25 entry of this formula, charge and spin) comes out at 200.9 kcal/mol. For the calculated total energy, the calculation gives -13911.9238 eV.

=====

# 7
Formula: CH14N3O4
Source: the OMol25 dataset
Level of theory: ωB97M-V with the def2-TZVPD basis set

Each line ends with the Löwdin spin population.
Cartesian coordinates (Å):
N (-0.724, 1.238, 1.371)  0.4639
C (-0.943, 0.815, -0.005)  0.0741
N (-0.081, 1.570, -0.903)  0.5572
N (-0.768, -0.622, -0.206)  0.7033
H (-1.999, 1.040, -0.338)  0.0355
H (-1.581, 1.468, 1.930)  0.0160
H (0.880, 1.509, -0.597)  0.0074
H (-0.354, 2.537, -0.988)  0.0124
H (-0.289, -0.799, -1.163)  0.0106
H (-0.089, -0.995, 0.509)  0.0189
H (-4.170, -1.743, -0.455)  0.0007
H (-2.701, -1.455, -0.284)  0.0083
O (-3.581, -1.033, -0.361)  0.0458
H (2.173, -0.550, -1.381)  -0.0013
H (2.034, -1.397, -2.628)  0.0005
O (1.548, -1.005, -1.934)  0.0153
H (3.398, 0.697, 0.350)  -0.0016
H (2.016, -0.138, 0.912)  -0.0221
O (2.499, 0.433, 0.129)  -0.2619
H (1.637, -1.351, 2.391)  -0.0078
H (-0.093, 0.554, 1.898)  0.0101
O (1.186, -0.774, 1.754)  -0.6851

The calculation puts the HOMO energy (spin up / spin down) at -0.68658 / -0.68488 Eh. The net charge is +2. As for the spin multiplicity: 2. As for the LUMO energy (spin up / spin down): -13.20 / -13.47 eV. The relative energy (zero: lowest compared OMol25 entry of this formula, charge and spin) comes out at 9.5 kcal/mol. The expectation value of S² is 1.77. For the calculated total energy, the calculation gives -13899.0007 eV.

=====

# 8
Formula: CH14NO5
Source: the OMol25 dataset
Level of theory: ωB97M-V with the def2-TZVPD basis set

Each line ends with the natural charge from an NBO analysis.
Cartesian coordinates (Å):
C (1.041, 0.393, 1.236)  0.1542
N (0.237, 1.290, 0.767)  -0.5964
H (1.724, -0.056, 0.464)  0.2329
H (1.187, 0.005, 2.222)  0.2452
H (-0.377, 1.939, 1.250)  0.4386
H (0.178, 1.470, -0.241)  0.4759
H (-0.466, -0.992, -3.244)  0.4831
H (-1.183, -1.708, -1.984)  0.4798
O (-0.405, -1.636, -2.535)  -0.9621
H (1.529, 3.258, -1.254)  0.4947
H (0.251, 3.141, -2.092)  0.4998
O (0.695, 2.830, -1.277)  -0.9660
H (-1.537, -2.662, 1.967)  0.4878
H (-0.874, -3.462, 0.722)  0.4950
O (-0.851, -2.694, 1.328)  -0.9789
H (-2.799, 1.803, -0.010)  0.4831
H (-2.245, 2.856, -0.843)  0.4852
O (-1.994, 1.962, -0.496)  -0.9593
H (1.353, -2.973, 1.644)  0.4972
H (2.614, -2.561, 0.917)  0.4790
O (1.920, -2.204, 1.459)  -0.9688

The calculation puts the HOMO energy at -0.52162 Eh. The net charge is +1. As for the spin multiplicity: 1. As for the LUMO energy: -3.86 eV. The relative energy (zero: lowest compared OMol25 entry of this formula, charge and spin) comes out at 30.5 kcal/mol. For the calculated total energy, the calculation gives -12984.6535 eV.